Entry from OMol25: a structure of composition C35H47N5O2PtSi at a distorted geometry (ωB97M-V with the def2-TZVPD basis set).

The geometry in XYZ format:
```
91
Properties=species:S:1:pos:R:3
Pt 0.27 0.27 -0.85
C 2.23 -0.17 -1.13
Si 2.86 -0.99 0.41
C 1.79 -0.35 1.82
N 0.36 -0.35 1.45
C -0.43 0.66 2.17
C -0.78 0.25 3.60
C -1.52 -1.10 3.61
C -1.60 -1.72 2.22
C -0.24 -1.73 1.55
C 4.61 -0.43 0.86
C 4.85 0.91 1.19
C 6.12 1.36 1.52
C 7.19 0.47 1.52
C 6.98 -0.86 1.18
C 5.71 -1.30 0.85
C 2.82 -2.86 0.40
C 2.45 -3.58 -0.73
C 2.40 -4.97 -0.72
C 2.72 -5.66 0.44
C 3.10 -4.96 1.58
C 3.15 -3.57 1.56
H 2.33 -0.81 -2.02
H 2.82 0.73 -1.32
H 2.10 0.68 2.02
H 1.96 -0.92 2.76
H -1.35 0.85 1.60
H 0.15 1.59 2.17
H -1.39 1.04 4.04
H 0.14 0.20 4.19
H -2.53 -0.98 4.01
H -1.00 -1.80 4.27
H -2.32 -1.17 1.60
H -1.96 -2.75 2.29
H -0.31 -2.16 0.55
H 0.44 -2.37 2.13
H 4.03 1.62 1.18
H 6.27 2.39 1.79
H 8.18 0.81 1.79
H 7.81 -1.55 1.16
H 5.56 -2.34 0.58
H 2.18 -3.05 -1.64
H 2.11 -5.51 -1.61
H 2.67 -6.74 0.46
H 3.36 -5.50 2.48
H 3.46 -3.04 2.45
C -7.87 -1.73 -1.04
C -6.40 -1.46 -1.19
C -5.46 -2.45 -0.95
C -4.09 -2.21 -1.02
C -3.15 -3.37 -0.81
C -3.66 -0.91 -1.31
C -4.59 0.09 -1.62
C -4.18 1.48 -2.05
C -5.94 -0.20 -1.55
C -2.20 -0.57 -1.22
O -1.32 -1.36 -1.62
O -1.87 0.54 -0.68
H -8.08 -2.80 -0.98
H -8.44 -1.32 -1.88
H -8.26 -1.26 -0.13
H -5.80 -3.45 -0.71
H -3.68 -4.20 -0.35
H -2.30 -3.11 -0.19
H -2.75 -3.71 -1.77
H -3.27 1.46 -2.66
H -3.98 2.12 -1.19
H -4.98 1.93 -2.64
H -6.66 0.58 -1.79
C 1.62 3.12 -0.64
N 0.38 2.51 -1.17
C -0.79 3.19 -0.55
N -0.76 4.63 -0.82
C 0.50 5.18 -0.30
N 1.68 4.55 -0.90
C 1.60 4.75 -2.36
N 0.38 4.18 -2.93
C 0.33 2.76 -2.63
C -0.77 4.83 -2.28
H 2.47 2.63 -1.11
H 1.66 2.94 0.44
H -0.76 3.03 0.52
H -1.69 2.75 -0.96
H 0.53 5.02 0.78
H 0.53 6.25 -0.49
H 2.47 4.29 -2.83
H 1.61 5.82 -2.56
H 1.18 2.26 -3.10
H -0.59 2.34 -3.02
H -1.69 4.43 -2.69
H -0.73 5.90 -2.48
```

HOMO-LUMO gap (spin up / spin down) ... 0.2754 / 0.2753 Ha
Charge ... 0
2S+1 ... 1
Highest occupied orbital energy (spin up / spin down) ... -7.135 / -7.134 eV
Calculated total energy ... -59728.169 eV

***

Entry from OMol25: a structure of composition C35H48AsO3P3Pt at a distorted geometry (ωB97M-V with the def2-TZVPD basis set).

The geometry in XYZ format:
```
91
Properties=species:S:1:pos:R:3
P 2.63 -0.43 -1.60
C 3.28 -0.62 0.09
H 4.35 -0.87 0.06
H 2.72 -1.43 0.59
H 3.13 0.29 0.67
C 3.16 -1.99 -2.41
H 3.02 -1.93 -3.50
H 2.53 -2.80 -2.02
H 4.22 -2.18 -2.18
C 3.81 0.79 -2.29
H 4.81 0.34 -2.39
H 3.87 1.67 -1.64
H 3.47 1.13 -3.28
P -0.90 3.04 -2.21
C -0.98 4.06 -0.70
H -1.39 5.04 -0.96
H 0.03 4.19 -0.30
H -1.61 3.58 0.06
C 0.19 4.07 -3.25
H 0.22 3.73 -4.28
H 1.21 4.04 -2.83
H -0.17 5.11 -3.23
C -2.58 3.19 -2.90
H -2.79 4.24 -3.14
H -3.30 2.83 -2.15
H -2.68 2.58 -3.80
P -1.76 -1.54 -1.65
C -2.60 -2.09 -0.11
H -3.22 -2.97 -0.32
H -3.24 -1.28 0.27
H -1.84 -2.33 0.64
C -3.23 -1.53 -2.76
H -3.90 -2.36 -2.50
H -2.95 -1.60 -3.81
H -3.76 -0.58 -2.61
C -0.77 -3.03 -2.05
H -1.43 -3.91 -2.11
H -0.03 -3.17 -1.26
H -0.25 -2.90 -3.00
Pt -0.34 0.68 -1.70
C 1.16 1.49 -0.82
O 1.79 2.22 -0.15
C -1.39 0.76 -0.02
O -2.25 1.17 0.64
C -1.30 0.18 -4.76
C -0.65 -1.05 -4.64
C 0.74 -1.11 -4.53
C 1.49 0.06 -4.63
C 0.86 1.29 -4.81
C -0.54 1.35 -4.89
H -2.38 0.25 -4.79
H -1.22 -1.98 -4.67
H 1.22 -2.08 -4.40
H 2.58 0.01 -4.63
H 1.47 2.18 -4.90
H -1.04 2.29 -5.11
O -0.18 -0.33 1.13
As -0.11 -0.52 2.83
C 0.11 -2.41 3.20
C 1.11 -3.12 2.53
C 1.37 -4.45 2.89
C 0.59 -5.07 3.88
C -0.44 -4.36 4.51
C -0.68 -3.02 4.17
C 1.41 0.55 3.36
C 2.53 -0.05 3.94
C 3.63 0.75 4.27
C 3.61 2.12 4.02
C 2.49 2.71 3.40
C 1.38 1.92 3.08
C -1.77 0.16 3.58
C -1.78 1.36 4.30
C -3.01 1.89 4.72
C -4.20 1.20 4.46
C -4.17 -0.04 3.81
C -2.95 -0.57 3.38
H 1.68 -2.64 1.74
H 2.19 -5.00 2.41
H 0.79 -6.10 4.16
H -1.07 -4.84 5.26
H -1.47 -2.46 4.66
H 2.56 -1.13 4.11
H 4.52 0.29 4.72
H 4.47 2.75 4.28
H 2.48 3.77 3.17
H 0.50 2.35 2.61
H -0.85 1.89 4.52
H -3.03 2.85 5.24
H -5.15 1.64 4.77
H -5.09 -0.58 3.63
H -2.93 -1.55 2.89
```

HOMO-LUMO gap (spin up / spin down) ... 0.2434 / 0.0670 Ha
Charge ... +4
2S+1 ... 5
Highest occupied orbital energy (spin up / spin down) ... -18.218 / -18.110 eV
Calculated total energy ... -135123.020 eV

***

Entry from OMol25: a cluster of 10 separate species, C35H48BCl27F3NO8S in total at a distorted geometry (ωB97M-V with the def2-TZVPD basis set).

The geometry in XYZ format:
```
124
Properties=species:S:1:pos:R:3
C 2.14 -1.26 3.11
C 2.55 -0.25 2.04
C 3.40 -0.95 0.97
O 3.05 -0.59 -0.36
C 4.22 -0.17 -0.99
N 4.02 0.43 -2.33
C 2.66 0.62 -2.79
O 2.13 -0.08 -3.60
C 2.15 1.86 -2.07
C 0.86 2.32 -1.87
C -0.32 1.58 -2.48
C -1.44 1.02 -1.55
C -1.84 -0.47 -1.76
C -3.38 -0.52 -1.98
C -4.21 0.20 -0.87
C -4.77 1.56 -1.39
C -6.24 1.85 -0.99
C -6.41 3.32 -0.51
C -6.20 3.48 1.00
O -4.79 3.35 1.30
C -4.53 2.15 2.02
C 0.72 3.49 -1.11
B -0.75 4.09 -0.83
C -1.30 5.34 -1.63
O -1.47 3.49 0.16
C 1.80 4.16 -0.60
O 1.60 5.27 0.17
C 1.14 4.98 1.52
C 2.24 4.69 2.53
C 3.11 3.74 -0.86
S 4.55 4.62 -0.29
O 4.84 4.33 1.08
O 5.71 4.41 -1.09
C 4.15 6.45 -0.48
F 3.80 7.02 0.66
F 5.29 7.03 -0.86
F 3.28 6.64 -1.47
C 3.25 2.59 -1.60
C 4.47 1.80 -2.11
O 5.59 2.10 -2.38
H 1.51 -0.81 3.88
H 3.03 -1.63 3.64
H 1.61 -2.10 2.67
H 1.69 0.30 1.62
H 3.17 0.50 2.55
H 4.45 -0.71 1.20
H 3.33 -2.04 1.13
H 4.86 -1.06 -1.15
H 4.79 0.55 -0.39
H 0.11 0.72 -3.02
H -0.76 2.21 -3.27
H -1.26 1.24 -0.50
H -2.34 1.60 -1.81
H -1.32 -0.92 -2.62
H -1.53 -1.06 -0.89
H -3.71 -1.57 -2.05
H -3.54 -0.02 -2.94
H -5.01 -0.45 -0.50
H -3.54 0.43 -0.03
H -4.16 2.35 -0.93
H -4.60 1.66 -2.47
H -6.51 1.16 -0.19
H -6.86 1.70 -1.88
H -7.45 3.60 -0.73
H -5.77 4.00 -1.09
H -6.82 2.78 1.56
H -6.49 4.50 1.31
H -5.16 1.31 1.70
H -3.48 1.86 1.87
H -4.74 2.35 3.08
H -2.21 5.71 -1.14
H -1.58 5.00 -2.64
H -0.53 6.12 -1.67
H -2.37 3.85 0.21
H 0.47 4.12 1.50
H 0.57 5.86 1.84
H 3.01 5.47 2.55
H 1.83 4.63 3.54
H 2.74 3.74 2.35
Cl -1.77 -3.50 0.65
C -2.75 -2.82 1.95
Cl -2.06 -3.21 3.53
Cl -2.93 -1.07 1.75
H -3.73 -3.27 1.90
Cl -7.71 6.06 -2.49
C -6.63 6.30 -3.87
Cl -5.07 5.52 -3.58
Cl -7.37 5.68 -5.35
H -6.46 7.36 -3.99
Cl -2.40 0.17 5.46
C -2.19 -0.64 7.02
Cl -3.76 -1.14 7.67
Cl -1.11 -2.03 6.87
H -1.74 0.06 7.71
Cl -4.25 -5.70 2.14
C -5.58 -6.42 1.23
Cl -7.12 -6.13 2.05
Cl -5.63 -5.78 -0.42
H -5.42 -7.49 1.17
Cl 3.40 -3.68 -1.97
C 3.53 -3.53 -3.72
Cl 5.20 -3.77 -4.24
Cl 2.46 -4.67 -4.53
H 3.23 -2.52 -4.00
Cl 6.60 -7.55 -2.69
C 6.72 -7.39 -4.44
Cl 8.39 -7.64 -4.97
Cl 5.63 -8.52 -5.25
H 6.43 -6.38 -4.71
Cl -4.42 -7.16 5.29
C -2.66 -7.16 5.38
Cl -1.95 -7.61 3.83
Cl -2.06 -5.59 5.91
H -2.36 -7.90 6.12
Cl 11.05 -9.34 -8.26
C 11.49 -7.92 -7.30
Cl 13.21 -7.94 -6.93
Cl 11.04 -6.44 -8.15
H 10.94 -7.96 -6.37
Cl 0.50 -4.35 8.49
C 1.94 -4.84 7.59
Cl 1.52 -6.00 6.33
Cl 2.75 -3.43 6.90
H 2.62 -5.32 8.28
```

HOMO-LUMO gap ... 0.3426 Ha
SMILES string ... CCCOCN1C(=O)c2c(CCCCCCCCCOC)c(B(C)O)c(OCC)c(S(=O)(=O)C(F)(F)F)c2C1=O.ClC(Cl)Cl.ClC(Cl)Cl.ClC(Cl)Cl.ClC(Cl)Cl.ClC(Cl)Cl.ClC(Cl)Cl.ClC(Cl)Cl.ClC(Cl)Cl.ClC(Cl)Cl
Charge ... 0
2S+1 ... 1
Highest occupied orbital energy ... -9.757 eV
Calculated total energy ... -412710.829 eV